1.
The following is a quantum chemistry calculation of an isolated ion of composition C4H9BrN3S and charge +1 at a distorted geometry, from the Open Molecules 2025 dataset.

Properties
Orbital gap (spin up / spin down), eV: 8.3 / 8.3
2S+1: 1
Calculated total energy, Ha: -3293.87832
E_HOMO (spin up / spin down), eV: -12.6360 / -12.6363
Net charge: +1

Geometry (Å):
C1 0.3529 1.0079 1.9233
C2 -0.0526 -0.8710 0.0282
C3 2.5930 0.5706 -0.4696
C4 -2.4946 -0.9257 -0.6027
N1 1.1149 1.2999 0.9679
N2 1.2794 0.8478 -0.1839
N3 -1.1222 -0.2372 -0.7436
S1 -0.3882 -0.7361 1.7461
Br1 -0.0075 1.8575 3.5446
H1 0.5185 -1.6089 -0.4788
H2 2.9604 0.9025 -1.4951
H3 3.3432 1.0128 0.2793
H4 2.6262 -0.5084 -0.4406
H5 -2.5187 -1.9395 -1.0819
H6 -2.9240 -0.9872 0.3749
H7 -3.2007 -0.3570 -1.0982
H8 -1.2776 0.7945 -0.5125
H9 -0.8025 -0.1225 -1.7572

---

2.
The following is a quantum chemistry calculation of one molecule with the formula C5H6N2O2 at a distorted geometry, from the Open Molecules 2025 dataset.

Properties
Orbital gap, eV: 10.1
SMILES string: N[C@@H]1C=CC(=O)ON=C1
2S+1: 1
Calculated total energy, Ha: -454.01871
E_HOMO, eV: -10.1157
Net charge: 0

Geometry (Å):
N1 1.7330 0.8182 -1.0438
C1 0.4324 1.3623 -0.6835
C2 0.0176 1.4089 0.7719
C3 -0.3700 0.3548 1.4779
C4 -0.2507 -1.0196 0.9714
O1 -0.0946 -1.9879 1.7140
O2 -0.2736 -1.2405 -0.3544
N2 -1.0117 -0.5979 -1.3599
C5 -0.6506 0.6521 -1.4454
H1 2.5105 1.3782 -0.6382
H2 1.7958 -0.1437 -0.7015
H3 0.4788 2.4182 -0.9568
H4 -0.0365 2.3945 1.2614
H5 -0.6860 0.3936 2.5259
H6 -1.2393 1.2936 -2.0958

---

3.
The following is a quantum chemistry calculation of one molecule with the formula C8H16BNO3 at a distorted geometry, from the Open Molecules 2025 dataset.

Properties
Orbital gap, eV: 7.4
2S+1: 1
Calculated total energy, Ha: -619.71429
E_HOMO, eV: -7.1123
Net charge: 0

Geometry (Å):
B1 -2.8703 -0.5895 -0.0306
C1 -0.4926 -3.4523 0.1865
C2 -1.1770 2.0741 -0.0642
C3 0.0997 1.3119 -0.2942
C4 -2.3960 1.5943 -1.0151
C5 -0.3382 -1.0617 0.0334
C6 0.4436 0.0648 0.5717
C7 2.6554 -0.2958 -0.6426
C8 1.9285 -0.2748 0.6950
N1 -0.3393 -2.2687 0.8011
O1 -0.5638 -3.5467 -1.0306
O2 -3.3081 0.6490 -0.3987
O3 -3.5709 -1.5847 0.4826
H1 -0.4108 -4.3697 0.8649
H2 -1.4580 1.8800 1.0029
H3 -0.9052 3.0792 -0.4043
H4 0.1456 1.0744 -1.3749
H5 0.8164 2.0860 -0.2274
H6 -3.0768 2.4691 -1.2212
H7 -1.9320 1.2516 -1.9641
H8 -0.3327 -1.2017 -1.0882
H9 -0.0109 0.2129 1.5829
H10 2.8417 -1.3232 -0.9305
H11 3.6523 0.1284 -0.5760
H12 2.0116 0.3600 -1.3279
H13 2.3165 0.5509 1.3658
H14 1.9017 -1.2020 1.3205
H15 -0.1778 -2.3263 1.8631
H16 -4.5048 -1.6042 0.8359